[1]
C5H36N2O12 | ωB97M-V with the def2-TZVPD basis set

## Properties
Net charge: +2
Lowest unoccupied orbital energy in hartree: -0.183
Orbital gap in Ha: 0.4030
Calculated total energy in a.u.: -1223.9468

Positions of all 55 atoms, in Å:
C1 2.528 0.339 2.831
O1 3.861 0.063 2.386
C2 1.568 -0.052 1.731
C3 0.201 -0.356 2.310
C4 -0.743 -1.150 1.479
C5 -1.078 -2.417 1.631
N1 -1.342 -0.487 0.273
N2 1.538 0.973 0.651
H1 2.514 1.407 3.091
H2 2.409 -0.276 3.721
H3 4.403 -0.283 3.100
H4 2.023 -0.894 1.206
H5 -0.331 0.561 2.579
H6 0.253 -0.773 3.317
H7 -0.708 -2.999 2.466
H8 -1.704 -3.006 0.977
H9 -1.874 -1.066 -0.370
H10 -0.620 0.042 -0.210
H11 -2.066 0.173 0.646
H12 1.275 1.919 0.947
H13 2.501 1.110 0.276
H14 0.926 0.705 -0.118
H15 -1.230 3.325 3.956
H16 -0.287 2.201 4.577
O2 -0.779 2.491 3.804
H17 0.145 2.938 -1.106
H18 -0.976 3.777 -0.822
O3 -0.637 2.910 -0.538
H19 1.831 -1.607 -1.362
H20 2.267 -0.477 -2.087
O4 2.260 -0.763 -1.149
H21 -4.754 0.381 -2.257
H22 -3.403 0.642 -2.874
O5 -3.938 0.865 -2.104
H23 3.494 -1.263 -3.967
H24 2.720 -0.225 -4.681
O6 2.633 -0.825 -3.931
H25 -4.443 -0.238 -0.102
H26 -4.350 -1.826 -0.074
O7 -3.923 -0.997 0.153
H27 -1.697 1.937 2.444
H28 -2.191 2.678 1.171
O8 -1.827 1.842 1.471
H29 -3.315 -1.681 -3.188
H30 -1.979 -2.158 -3.312
O9 -2.423 -1.304 -3.210
H31 -0.825 1.121 -2.282
H32 -0.193 -0.256 -2.606
O10 -0.048 0.572 -2.133
H33 4.551 1.776 0.130
H34 4.818 1.042 -1.165
O11 4.143 1.156 -0.488
H35 0.166 -3.937 -2.909
H36 -1.075 -4.083 -2.143
O12 -0.268 -3.550 -2.136

=====

[2]
C5H36O13 | ωB97M-V with the def2-TZVPD basis set

## Properties
Lowest unoccupied orbital energy in hartree: 0.005
Orbital gap in Ha: 0.3334
Calculated total energy in a.u.: -1190.0885

Positions of all 54 atoms, in Å:
C1 1.926 1.346 3.467
C2 2.416 0.690 2.144
C3 1.434 -0.367 1.670
C4 0.229 -0.008 0.835
C5 0.132 -0.497 -0.401
H1 2.235 2.389 3.401
H2 0.825 1.302 3.422
H3 2.047 0.801 4.374
H4 2.511 1.629 1.590
H5 3.331 0.152 2.298
H6 1.150 -1.120 2.392
H7 1.843 -1.270 1.111
H8 -0.453 0.655 1.321
H9 0.975 -1.066 -0.805
H10 -0.743 -0.421 -1.045
H11 -1.723 -1.943 3.941
H12 -1.841 -2.115 2.361
O1 -1.305 -2.290 3.151
H13 -2.640 -0.209 -2.185
H14 -4.183 -0.261 -2.310
O2 -3.364 -0.568 -2.697
H15 -4.110 1.788 -2.006
H16 -3.672 2.281 -0.707
O3 -3.945 1.447 -1.114
H17 0.704 2.982 -0.292
H18 0.562 1.873 -1.199
O4 0.097 2.232 -0.416
H19 0.310 -2.829 2.716
H20 -0.193 -2.831 1.271
O5 0.615 -2.890 1.812
H21 -3.596 -1.974 0.925
H22 -2.786 -0.684 0.598
O6 -3.094 -1.252 1.327
H23 2.270 -1.923 -3.400
H24 3.100 -1.897 -2.092
O7 2.951 -1.426 -2.934
H25 -1.502 3.802 -1.048
H26 -1.742 2.567 -2.030
O8 -2.086 3.389 -1.687
H27 -1.441 -2.269 -2.656
H28 -0.670 -3.614 -2.171
O9 -0.829 -2.680 -2.035
H29 0.298 4.495 1.821
H30 -0.429 3.101 2.350
O10 0.350 3.574 2.067
H31 3.684 -2.202 0.231
H32 2.657 -3.319 -0.142
O11 3.414 -2.812 -0.460
H33 1.850 0.374 -3.043
H34 2.127 0.361 -1.714
O12 1.684 1.011 -2.295
H35 -0.534 1.036 -2.512
H36 -0.045 0.478 -3.758
O13 -0.801 0.980 -3.443

=====

[3]
C5H36O13 | ωB97M-V with the def2-TZVPD basis set

## Properties
Lowest unoccupied orbital energy in hartree: 0.004
Orbital gap in Ha: 0.3583
Calculated total energy in a.u.: -1190.1599

Positions of all 54 atoms, in Å:
C1 0.988 -2.920 -2.780
O1 1.991 -2.020 -2.288
H1 0.180 -2.358 -3.245
H2 1.491 -3.620 -3.440
H3 0.553 -3.487 -1.955
H4 1.625 -1.596 -1.500
C2 0.056 0.435 -1.003
O2 0.610 -0.652 -0.283
H5 -1.029 0.277 -1.118
H6 0.102 1.390 -0.475
H7 0.475 0.513 -2.001
H8 0.364 -0.567 0.645
C3 -0.529 1.080 4.075
O3 -0.758 1.228 2.686
H9 -0.653 2.024 4.609
H10 -1.197 0.349 4.536
H11 0.479 0.682 4.266
H12 -0.417 2.100 2.445
C4 2.449 -2.913 3.961
O4 1.874 -1.945 3.098
H13 2.532 -3.897 3.489
H14 3.463 -2.631 4.268
H15 1.856 -3.011 4.865
H16 2.468 -1.826 2.350
C5 -3.765 1.478 0.520
O5 -3.361 1.521 -0.851
H17 -4.473 2.271 0.775
H18 -4.267 0.519 0.688
H19 -2.912 1.472 1.208
H20 -2.646 2.171 -0.924
O6 2.631 -0.440 -4.515
H21 2.489 -0.835 -3.628
H22 2.266 -1.096 -5.116
O7 -1.273 -3.757 0.370
H23 -1.252 -4.633 0.766
H24 -0.874 -3.163 1.033
O8 -1.603 3.645 -1.420
H25 -1.932 4.529 -1.234
H26 -0.684 3.750 -1.696
O9 0.713 3.564 1.679
H27 1.502 3.046 1.870
H28 0.828 3.818 0.753
O10 -2.357 -2.451 -2.146
H29 -2.258 -2.827 -1.261
H30 -2.181 -1.512 -2.028
O11 1.284 2.237 -3.871
H31 1.229 2.559 -4.775
H32 1.287 1.269 -3.958
O12 1.387 3.390 -1.206
H33 1.945 4.158 -1.372
H34 1.200 3.029 -2.092
O13 -0.762 -1.746 2.186
H35 0.081 -1.685 2.672
H36 -1.217 -0.915 2.370

=====

[4]
C5H37N2O12 | ωB97M-V with the def2-TZVPD basis set

## Properties
Net charge: +1
Lowest unoccupied orbital energy in hartree: -0.096
Orbital gap in Ha: 0.3379
Calculated total energy in a.u.: -1224.8028

Positions of all 56 atoms, in Å:
C1 -3.642 1.366 -0.224
C2 -2.305 1.495 -0.986
C3 -1.617 2.758 -0.473
C4 -0.127 2.895 -0.283
C5 0.747 1.991 -0.675
N1 2.050 1.839 -0.047
N2 -2.602 1.615 -2.404
H1 -3.531 1.044 0.812
H2 -4.320 2.204 -0.375
H3 -4.233 0.619 -0.761
H4 -1.663 0.628 -0.825
H5 -1.926 3.675 -1.007
H6 -1.990 2.920 0.547
H7 0.062 3.691 0.430
H8 0.387 1.249 -1.377
H9 1.989 1.840 0.991
H10 2.547 0.955 -0.126
H11 2.744 2.492 -0.413
H12 -3.016 2.449 -2.784
H13 -3.110 0.818 -2.758
H14 -1.940 -4.172 0.590
H15 -2.549 -4.290 -0.810
O1 -2.115 -3.668 -0.217
H16 4.062 -2.626 -0.991
H17 2.786 -1.651 -0.644
O2 3.166 -2.516 -0.794
H18 4.254 0.456 -1.930
H19 3.416 1.178 -2.979
O3 3.721 1.234 -2.070
H20 2.322 -0.583 3.921
H21 2.388 -1.786 3.079
O4 1.878 -1.427 3.812
H22 0.450 -1.981 -0.202
H23 0.827 -0.842 -1.059
O5 0.973 -1.179 -0.168
H24 -0.137 -0.635 2.535
H25 0.326 -0.450 1.254
O6 0.210 0.135 2.047
H26 -3.161 -1.020 0.041
H27 -3.582 -2.391 -0.145
O7 -3.982 -1.498 -0.134
H28 -1.139 0.769 -4.561
H29 -0.787 0.249 -3.247
O8 -0.731 -0.016 -4.172
H30 -0.049 -2.731 3.009
H31 -1.607 -2.747 3.481
O9 -0.963 -2.776 2.777
H32 -0.152 -3.730 -1.643
H33 -1.215 -3.020 -2.382
O10 -0.307 -2.904 -2.105
H34 0.519 3.182 3.060
H35 1.785 2.687 3.676
O11 1.395 2.862 2.813
H36 3.214 1.293 2.796
H37 1.956 0.543 2.151
O12 2.918 0.728 2.090

=====

[5]
C5H37NO12S | ωB97M-V with the def2-TZVPD basis set

## Properties
Lowest unoccupied orbital energy in hartree: 0.002
Orbital gap in Ha: 0.2995
Calculated total energy in a.u.: -1568.3634

Positions of all 56 atoms, in Å:
C1 1.451 1.198 -1.214
N1 0.192 0.685 -0.689
C2 -1.039 1.506 -1.121
C3 -2.293 0.652 -0.943
C4 -2.597 -0.537 -1.690
S1 -1.528 -2.033 -1.323
C5 -0.969 2.903 -0.361
H1 1.729 0.647 -2.217
H2 2.153 0.969 -0.434
H3 1.711 2.274 -1.265
H4 0.130 0.653 0.290
H5 -0.780 1.760 -2.175
H6 -3.123 1.305 -0.965
H7 -2.343 0.161 -0.025
H8 -2.662 -0.379 -2.780
H9 -3.692 -0.840 -1.332
H10 -0.235 -2.009 -1.962
H11 0.178 3.281 -0.402
H12 -1.293 2.900 0.642
H13 -1.582 3.712 -0.850
H14 -0.333 2.913 3.843
H15 -0.824 1.573 4.590
O1 0.053 2.076 4.155
H16 1.088 0.538 -4.930
H17 2.439 0.796 -4.296
O2 1.749 1.178 -4.796
H18 2.428 -2.831 -2.413
H19 3.262 -2.590 -3.501
O3 2.317 -2.615 -3.304
H20 3.723 -2.657 2.177
H21 3.696 -1.578 3.356
O4 3.672 -1.587 2.451
H22 3.168 -1.139 -0.973
H23 1.936 -1.986 -0.541
O5 2.821 -1.979 -0.776
H24 -0.820 -2.277 -4.357
H25 0.117 -1.041 -3.933
O6 -0.699 -1.246 -4.455
H26 5.124 0.402 0.178
H27 4.339 -0.771 0.486
O7 4.354 -0.001 0.010
H28 -5.418 0.731 0.910
H29 -4.690 -0.015 1.987
O8 -4.782 0.883 1.588
H30 -1.977 -2.497 2.379
H31 -2.673 -3.791 2.207
O9 -2.809 -2.898 2.234
H32 1.206 1.262 3.152
H33 2.326 1.239 2.135
O10 1.668 0.638 2.466
H34 0.182 -1.328 1.916
H35 -0.624 -0.340 2.563
O11 -0.722 -1.240 2.221
H36 -3.170 0.381 3.862
H37 -2.843 1.915 3.869
O12 -2.694 1.070 4.353